[1]
Formula: C41H46IN5OPSV
Source: the Open Molecules 2025 dataset
Level of theory: the ωB97M-V functional and the def2-TZVPD basis

Geometry as ORCA input:
```
! RIJCOSX wB97M-V def2-TZVPD def2/J DEFGRID3
* xyz 1 2
I 2.53681 0.09334 -0.59153
V -0.21544 -0.06190 0.03258
S 0.27685 0.15490 2.62816
P 0.07219 2.46353 -0.19373
O 4.27123 1.94129 2.15837
N 2.84038 -0.47023 2.87049
N -2.16022 -0.35922 -0.03225
N -2.43553 -1.49830 1.95056
N 2.28449 1.73479 3.27016
N -4.32456 -0.91098 0.76439
C 1.53064 3.57850 -0.40314
C -3.14930 -2.16618 3.03618
C 1.16474 4.90283 -0.38222
C 5.20535 4.11386 -1.06363
C -2.10678 2.81125 1.47320
C 3.50557 3.85324 3.34949
C 3.74071 6.50788 4.12432
C -0.78516 3.19544 1.24925
C -2.75326 0.10463 -1.31431
C 5.70646 2.85934 -1.16396
C 4.97830 -2.35615 1.86869
C 3.82688 4.33005 -0.81091
C 2.76727 5.70171 4.70179
C -5.14560 -1.29896 1.91034
C 1.93189 0.45835 2.92653
C 4.48605 4.65945 2.78021
C -2.09704 3.89614 3.62336
C 4.60271 5.98519 3.16712
C -0.78041 4.28445 3.41096
C -2.69788 4.21746 -2.73804
C -1.34870 2.68163 -4.00268
C 4.21539 -0.48522 3.40571
C -4.97602 -0.41201 -0.44322
C -0.94113 2.97884 -1.63754
C 4.76056 -1.90093 3.31062
C 2.91245 3.23802 -0.64008
C -0.12860 3.93510 2.23335
C 0.32068 -2.09522 -0.27577
C -4.05493 -0.59653 -1.62268
C 3.43130 2.43896 2.86160
C 2.07239 5.96204 -0.54046
C -2.75997 3.16269 2.64663
C -1.97291 3.91096 -1.59096
C 4.83580 1.76141 -1.00964
C -0.63588 2.36616 -2.85380
C -2.38768 3.60389 -3.94424
C -4.54826 -2.51744 2.58195
C 3.38126 5.67110 -0.74382
C 2.64986 4.37472 4.31514
C 3.50606 1.93758 -0.75754
C -2.97705 -0.91159 0.86982
H 0.98141 -2.30958 -1.12839
H 5.84737 4.98073 -1.18516
H -5.15412 -2.82921 3.43203
H 0.16419 1.63308 -2.90149
H 1.72350 6.98646 -0.50369
H 3.82746 7.54551 4.42304
H 0.12240 5.15521 -0.23605
H 2.45382 -1.36081 2.58587
H -2.60641 4.17148 4.53971
H 5.66082 -1.67831 1.34848
H -1.43026 -1.42360 2.01057
H 1.47789 2.28899 3.52100
H -0.26113 4.87487 4.15880
H -5.23911 0.64462 -0.33241
H -3.79182 2.86592 2.79753
H -2.03576 -0.07645 -2.11910
H 2.11071 6.10123 5.46436
H 5.36871 6.61021 2.72550
H 5.14192 4.23252 2.03086
H 0.89638 4.25750 2.07970
H -3.50331 4.94106 -2.68862
H -5.20284 -0.47255 2.62665
H 1.91502 3.75152 4.81750
H -3.87909 -1.66240 -1.78595
H 0.80201 -2.55433 0.59993
H -6.15351 -1.48641 1.54728
H -0.59028 -2.67043 -0.46971
H -2.63172 2.22294 0.72830
H 4.83506 0.20135 2.83618
H -3.18340 -1.52357 3.91839
H 4.18069 -0.14030 4.43887
H 5.23486 0.75775 -1.09015
H -5.90238 -0.96833 -0.57225
H 4.04652 -2.38248 1.29482
H -2.95023 3.84746 -4.83813
H -1.09827 2.20316 -4.94260
H -2.92375 1.18205 -1.29487
H 4.08831 -2.58951 3.83233
H 6.75589 2.69001 -1.36721
H 4.11200 6.46191 -0.87323
H -4.51400 -3.34015 1.86464
H -2.59520 -3.06320 3.30304
H -4.50569 -0.18205 -2.52403
H 5.40605 -3.35800 1.83462
H -2.22770 4.39369 -0.65517
H 5.70336 -1.92369 3.85734
*
```

Molar mass: 865.74 g/mol
Gap between HOMO and LUMO (alpha / beta): 6.65 / 5.90 eV
Strongest force on any atom: 1.3 eV Å⁻¹
Energy relative to the best compared isomer or geometry (same formula, charge and spin): 53.9 kJ/mol
Highest occupied orbital energy (alpha / beta): -0.3279 / -0.3006 hartree
Expectation value of S²: 0.867

Here are the Löwdin charges for atoms 1 to 4, given in e: 1.255 0.140 0.695 1.004

***

[2]
Formula: C41H46IN6O5TeTl
Source: the Open Molecules 2025 dataset
Level of theory: the ωB97M-V functional and the def2-TZVPD basis

Geometry as ORCA input:
```
! RIJCOSX wB97M-V def2-TZVPD def2/J DEFGRID3
* xyz 0 1
Tl -0.99271 -0.68401 0.25154
I 0.23495 -6.19831 2.86815
Te 2.73837 -0.99062 -0.83264
O 1.06494 -3.08096 0.74166
O 2.43106 -5.22333 -4.70639
O 0.68423 -0.24981 2.46636
O 1.88435 -6.40157 -2.85466
O 1.44208 1.65180 3.34850
N -1.22220 -2.71856 -2.38697
N -2.25748 2.09401 -0.32335
N -0.76113 -0.03510 -3.11960
N -3.16524 -3.48717 -0.52937
N -2.08274 -0.76994 3.16037
N 1.55429 -2.93430 2.98143
C 6.40649 2.84223 0.00880
C -3.93962 -5.02209 1.11278
C 4.74381 1.25520 -0.69355
C 2.03274 3.84589 0.97274
C -0.17057 3.08513 0.13984
C 1.13681 0.60492 -5.06794
C -1.35768 5.51564 0.83792
C 0.61018 4.11262 0.60476
C -3.72890 2.00580 -0.43330
C -0.41320 -4.98299 -2.48881
C -1.89253 0.40625 4.01116
C -4.29246 2.02873 0.99287
C -0.42043 0.64199 4.45674
C 0.55102 1.60481 -4.25977
C 6.68780 2.08345 1.13491
C -2.20868 -4.38823 -0.93928
C 6.01027 0.90017 1.37303
C -4.00193 -3.84258 0.43491
C -2.13923 4.44503 0.45822
C -4.32090 3.04731 -1.40086
C -1.59031 3.16597 0.06813
C -0.39514 1.24787 -3.33505
C -0.29827 -2.39651 -3.32093
C -0.10723 -1.03578 -3.76699
C 3.71118 0.77688 -1.65727
C 0.03178 5.36606 0.81474
C -2.12579 -5.64724 -0.28865
C 4.93441 0.54995 0.51558
C 0.83092 -0.73493 -4.79876
C -2.99996 -5.96396 0.74230
C -1.26087 -4.00994 -2.00072
C 1.40366 -3.59965 1.82847
C 3.96534 -0.54009 0.90328
C 0.65426 0.68874 3.35127
C 0.63780 -3.33409 -3.79735
C -4.00432 0.57548 -0.97149
C -2.02349 6.80493 1.26471
C 5.50191 2.40980 -0.93976
C 1.74703 -5.06895 1.84184
C 1.76850 -5.48885 -3.67158
C 0.64922 -4.64458 -3.31856
H -4.31444 3.04339 1.50352
H -4.67726 -5.24304 1.85975
H -2.39620 7.38191 0.40775
H 1.43138 -3.00482 -4.49006
H -1.20585 -1.29867 3.10500
H -1.35032 -6.35517 -0.65833
H -1.27666 7.43409 1.82132
H -3.01816 -6.94308 1.23688
H 5.36313 2.92804 -1.86792
H -3.35805 0.33807 -1.82484
H 1.58091 -3.40798 3.85727
H 0.71987 6.21003 0.96866
H 2.71982 -5.33054 2.36996
H 0.82254 2.63844 -4.42150
H -0.56428 -6.02577 -2.19848
H 0.37234 2.25458 -0.25481
H -4.24006 4.09672 -1.07634
H -2.25715 1.28040 3.49774
H 6.20973 0.35989 2.28942
H 3.29126 -0.23555 1.75758
H -0.85095 2.05797 -2.76872
H 1.30158 -1.94913 2.93382
H -0.32028 1.58707 5.04319
H -4.79097 -3.09674 0.69571
H 2.61932 3.46480 0.11787
H 4.49712 -1.44711 1.20523
H -5.36933 1.71063 0.93414
H -3.79967 2.97764 -2.36351
H -2.48798 0.30705 4.90674
H 6.93594 3.76143 -0.16876
H 2.07469 3.04954 1.74395
H 1.67952 -5.39727 0.77893
H 7.42875 2.47288 1.83146
H -2.89655 6.53723 1.89191
H -0.12875 -0.15089 5.18217
H -2.81947 -1.36500 3.57492
H -3.79396 1.29479 1.65019
H -3.23255 4.50797 0.41144
H 1.16308 -1.57435 -5.40512
H 1.85450 0.89027 -5.83012
H 2.47948 4.74594 1.40552
H -3.82530 -0.18618 -0.15875
H 4.15188 0.52084 -2.63774
H -5.42147 2.89607 -1.55787
H -5.07371 0.44526 -1.31387
H 2.89614 1.53585 -1.76872
*
```

Molar mass: 1161.74 g/mol
Gap between HOMO and LUMO (alpha / beta): 2.14 / 2.16 eV
Strongest force on any atom: 3.6 eV Å⁻¹
Energy relative to the best compared isomer or geometry (same formula, charge and spin): 13.6 kJ/mol
Highest occupied orbital energy (alpha / beta): -0.2510 / -0.2510 hartree

Here are the Löwdin charges for atoms 1 to 4, given in e: 0.832 0.786 1.268 -0.149

***

Q: Which of these has the highest strongest force on any atom?
A: C41H46IN6O5TeTl